This record from OMol25 describes C32H37Br36FN2O3 as an isolated structure. The level of theory is wB97M-V/def2-TZVPD.

The LUMO energy comes out at -1.560 eV. The calculation puts the gap between HOMO and LUMO at 7.336 eV. The electronic energy is -94340.693692 hartree. The energy above the lowest of the compared OMol25 structures with the same formula, charge and spin comes out at 844.4 kJ/mol. The calculation puts the largest force on an atom at 5.13 eV/A.

Last column: Löwdin charge in e.
Positions of all 111 atoms, in Å:
C1 5.77294 -3.44783 2.55001  -0.192
C2 5.93551 -1.93098 2.01942  -0.246
C3 4.74978 -1.41943 1.05616  -0.203
C4 3.28533 -1.45208 1.71371  -0.191
N1 3.17794 -0.27934 2.66049  -0.002
C5 1.78193 0.21278 2.74299  -0.071
C6 1.29567 0.95276 1.60913  -0.040
F1 2.16933 1.19661 0.49096  0.005
C7 -0.20276 1.54382 1.58209  -0.213
O1 -0.40611 2.53872 0.84047  0.040
C8 -1.25723 0.83891 2.53177  0.010
C9 -2.78947 0.86502 2.31604  -0.086
C10 -3.46526 1.58601 1.06701  -0.177
C11 -3.63395 0.43357 -0.08523  -0.161
C12 -4.83199 -0.61372 0.26411  -0.189
C13 -4.25775 -2.02920 0.85022  -0.225
N2 -5.32196 -2.85842 1.52007  0.005
C14 -5.06074 -3.06238 2.94452  -0.430
C15 -6.24466 -2.69134 3.99385  -0.033
O2 -3.98717 -3.54838 3.40203  0.001
C16 -3.77361 0.16320 3.33242  -0.011
C17 -3.27184 -0.61898 4.57246  -0.240
C18 -1.71308 -0.68834 4.78191  -0.066
C19 -0.74265 0.03828 3.79717  -0.016
C20 0.82983 -0.03914 4.02288  -0.218
O3 1.25497 -0.32784 5.17009  0.048
H1 6.09209 -4.14281 1.68234  0.022
H2 6.43289 -3.60706 3.48618  0.085
H3 4.70006 -3.71960 2.83497  -0.016
H4 6.10250 -1.17754 2.87851  0.107
H5 6.91915 -1.91346 1.40472  0.096
H6 4.80964 -1.96380 0.05140  0.062
H7 4.97478 -0.30244 0.83911  0.096
H8 2.51859 -1.40646 0.85812  0.129
H9 3.07750 -2.39038 2.34101  0.115
H10 3.45455 -0.55475 3.61832  0.118
H11 -2.84603 2.41968 0.59632  0.063
H12 -4.50670 2.02735 1.31916  0.120
H13 -3.84367 0.88118 -1.11650  0.102
H14 -2.63155 -0.14856 -0.05576  0.121
H15 -5.33159 -0.88021 -0.73970  0.004
H16 -5.55212 -0.21272 1.05558  0.099
H17 -3.31204 -1.89953 1.48237  0.116
H18 -3.92492 -2.63689 -0.08121  0.101
H19 -6.26979 -2.49953 1.34050  0.088
H20 -6.60159 -1.61073 3.89785  0.073
H21 -5.96054 -2.92007 5.07461  0.084
H22 -7.13768 -3.37525 3.72368  0.089
H23 -4.90587 0.23949 3.13852  0.103
H24 -3.99977 -1.14647 5.27174  0.055
H25 -1.31231 -1.28566 5.66672  0.106
C21 -2.75184 5.98782 -0.28273  -1.566
Br1 -2.85931 7.92171 -0.38381  0.546
Br2 -3.23757 5.32639 1.47433  0.599
Br3 -3.78686 5.13223 -1.68370  0.585
H26 -1.70911 5.71791 -0.44676  -0.018
C22 7.35884 0.74958 -1.91922  -1.626
Br4 8.62647 0.59334 -0.45931  0.555
Br5 6.78313 -0.98738 -2.56265  0.552
Br6 5.85311 1.87937 -1.44996  0.566
H27 7.87921 1.23807 -2.74209  -0.156
C23 4.24485 -6.56034 0.43451  -1.565
Br7 5.57691 -7.93641 0.12979  0.541
Br8 3.99916 -6.19594 2.32398  0.634
Br9 4.63769 -4.94476 -0.56259  0.601
H28 3.29794 -6.94555 0.05878  -0.024
C24 -2.30143 4.50806 -5.25102  -1.622
Br10 -3.55732 3.64462 -6.45195  0.557
Br11 -1.23874 3.21659 -4.26860  0.544
Br12 -1.19020 5.80044 -6.17645  0.538
H29 -2.88931 5.05971 -4.51846  -0.082
C25 1.73684 8.58977 -4.05136  -1.606
Br13 1.68766 10.34562 -4.87464  0.562
Br14 -0.02675 8.00649 -3.49272  0.525
Br15 2.60066 7.28096 -5.19366  0.547
H30 2.34358 8.67692 -3.15125  -0.026
C26 -4.62869 1.52505 7.94388  -1.569
Br16 -5.23137 3.22566 7.23141  0.563
Br17 -6.11166 0.32495 8.29838  0.558
Br18 -3.29142 0.69898 6.80184  0.786
H31 -4.15037 1.73190 8.90056  -0.028
C27 10.95554 1.03916 -4.90466  -1.579
Br19 12.22460 0.88499 -3.44608  0.573
Br20 10.37885 -0.69746 -5.54685  0.575
Br21 9.44994 2.16831 -4.43310  0.603
H32 11.47416 1.52790 -5.72834  -0.025
C28 7.62284 5.14245 -6.31954  -1.623
Br22 7.00868 6.84418 -7.01912  0.563
Br23 6.14872 3.92910 -5.97593  0.550
Br24 8.96833 4.33666 -7.46142  0.537
H33 8.09856 5.34511 -5.36085  -0.030
C29 -6.01258 -2.59321 -3.34298  -1.578
Br25 -6.12249 -0.65810 -3.41075  0.598
Br26 -6.50299 -3.27387 -1.59735  0.641
Br27 -7.04018 -3.43026 -4.75906  0.580
H34 -4.96905 -2.85791 -3.50809  -0.018
C30 -9.11872 -6.72623 -4.95648  -1.636
Br28 -8.99593 -6.57449 -6.88663  0.550
Br29 -10.71798 -7.67692 -4.40766  0.561
Br30 -7.51700 -7.50824 -4.19211  0.545
H35 -9.19838 -5.71401 -4.56192  -0.060
C31 4.50843 -10.34700 -3.53200  -1.611
Br31 4.37125 -8.41362 -3.62984  0.542
Br32 4.04211 -11.01713 -1.77146  0.542
Br33 3.47862 -11.21379 -4.92885  0.559
H36 5.55359 -10.60085 -3.70265  -0.026
C32 -3.15477 8.55434 3.86103  -1.618
Br34 -1.71189 9.78852 3.46367  0.556
Br35 -3.70628 8.66271 5.71781  0.559
Br36 -4.65173 8.78298 2.64967  0.521
H37 -2.76690 7.54882 3.70173  -0.058